Computed, not measured: 2 unconnected molecules or ions with the total composition C15H32N3O4S, with the ωB97M-V functional and the def2-TZVPD basis.

Atoms and positions in Å:
S -2.92 0.09 3.39
O 1.59 -4.25 2.03
O 2.87 -2.42 2.57
O -0.56 4.18 -0.90
O 3.50 -4.58 3.06
N -1.02 -0.69 -0.27
N -1.69 -0.57 2.28
N -2.99 0.61 0.48
C 0.61 -3.35 1.50
C -3.40 2.19 -1.58
C 0.40 -0.44 -3.16
C -1.77 -0.12 -1.48
C 4.70 -4.09 3.68
C -2.33 1.26 -0.75
C 0.51 -0.29 -4.82
C 2.68 -3.63 2.55
C -2.01 4.41 -0.70
C -0.92 0.50 -2.74
C -1.83 -0.30 0.94
C -2.92 3.72 -1.87
C 4.42 -3.63 5.10
C 1.74 0.24 -2.47
C 0.14 3.99 0.39
H -4.48 2.22 -1.10
H -0.54 -0.52 -5.31
H 5.34 -3.35 5.61
H 1.34 -1.00 -5.25
H 1.13 3.38 0.14
H 0.13 -2.81 2.32
H 0.24 -1.58 -2.84
H 1.87 -0.12 -1.36
H 3.74 -2.77 5.10
H -2.38 3.97 0.34
H -2.41 3.86 -2.94
H -2.60 -0.91 -1.81
H 0.77 0.84 -5.07
H 5.41 -4.93 3.70
H -1.35 1.73 -0.32
H -3.92 4.37 -1.94
H 0.39 4.98 0.96
H 1.05 -2.65 0.78
H -3.53 1.67 -2.65
H -3.64 -0.09 0.08
H -1.64 0.48 -3.68
H -0.90 -1.17 2.59
H -2.15 5.59 -0.64
H 1.56 1.41 -2.49
H -0.15 -3.94 0.99
H 2.71 0.05 -3.13
H -2.70 1.49 3.45
H -0.11 -0.22 -0.06
H 5.16 -3.30 3.08
H 3.92 -4.42 5.67
H -0.63 1.62 -2.56
H -0.47 3.30 1.14

Values from the calculation:
Charge: +1
Spin multiplicity: 1
Gap between HOMO and LUMO: 8.511 eV
LUMO energy: -0.154 hartree
Total energy: -39556.296 eV

Atomic partial charges in e from the Mulliken method, atoms 1 to 4: S -0.09; O -0.31; O -0.57; O -0.34



Computed, not measured: a molecular structure, C6H10N2O, with the ωB97M-V functional and the def2-TZVPD basis.

Atoms and positions in Å:
O -2.88 -0.85 -1.22
N 2.66 -0.87 -0.22
N -3.10 0.15 0.82
C 1.44 -0.24 0.31
C 1.23 1.11 -0.52
C -2.32 -0.31 -0.28
C -0.82 0.03 -0.31
C -0.39 1.27 -0.49
C 0.21 -0.98 -0.02
H -0.16 -1.55 0.64
H 0.15 -1.67 -0.77
H 3.46 -0.32 -0.14
H 1.84 2.19 0.05
H 1.58 0.08 1.60
H -4.09 -0.03 0.96
H 1.65 1.11 -1.50
H -0.81 2.27 -0.70
H -2.61 0.51 1.54
H 2.96 -1.92 0.24

Values from the calculation:
Charge: 0
Spin multiplicity: 1
Gap between HOMO and LUMO: 10.122 eV
LUMO energy: 0.029 hartree
Total energy: -11408.343 eV

Atomic partial charges in e from the Mulliken method, atoms 1 to 4: O -0.57; N -0.74; N -0.37; C 0.55



Computed, not measured: a molecular structure, C18H21Br36F5NO6PS2, with the ωB97M-V functional and the def2-TZVPD basis.

Atoms and positions in Å:
Br -4.48 5.55 -0.52
Br -0.28 -2.68 -0.61
Br 0.59 -4.84 2.78
Br -3.39 3.79 -9.56
Br -1.20 10.46 9.26
Br -3.69 5.20 6.20
Br 2.96 -2.83 2.12
Br -5.82 2.89 -7.71
Br 3.05 -5.81 1.00
Br 9.13 -4.11 -2.71
Br 1.52 10.57 10.92
Br -5.06 4.11 2.25
Br -1.72 -8.09 6.48
Br -2.67 8.13 6.91
Br 3.20 -6.16 5.96
Br 8.89 -1.23 -1.37
Br -1.67 6.70 4.25
Br 3.10 0.28 -1.03
Br -5.41 7.26 2.00
Br 5.37 -1.37 -2.54
Br 8.34 -6.60 0.97
Br -3.47 -6.04 4.77
Br 6.78 -3.50 -0.66
Br -3.02 1.39 -7.51
Br -2.85 -3.04 -2.43
Br -6.54 -5.56 -2.53
Br -3.93 -6.02 -4.29
Br 5.93 1.63 -1.60
Br 0.04 7.79 10.47
Br -3.02 -3.67 0.69
Br 5.57 -6.91 3.99
Br 8.62 -9.77 0.76
Br 10.65 -8.11 2.57
Br -3.98 -6.98 -1.26
Br -0.96 -4.99 6.44
Br 5.40 -4.00 5.23
S -3.04 0.38 -2.36
S -1.15 1.61 -0.28
P -0.37 1.79 -4.48
F -5.04 2.77 -1.28
F -5.57 1.76 -3.17
F -5.60 3.91 -3.06
F -3.14 4.26 -3.11
F -3.45 2.56 -4.41
O -0.37 1.36 -1.68
O 0.94 3.71 -3.14
O -0.30 2.42 0.50
O -1.57 0.42 0.37
O -2.36 2.46 -0.91
O -0.88 3.13 -5.27
N -1.35 0.46 -4.99
C -1.72 -6.46 5.45
C 4.99 -0.01 -1.22
C -5.02 -6.70 -2.86
C 2.48 -4.67 2.44
C -0.94 2.21 -2.71
C 8.60 -3.12 -1.15
C -4.26 2.33 -8.67
C -5.52 5.57 1.09
C 8.85 -8.22 1.88
C 0.42 9.52 9.74
C -3.11 6.90 5.50
C 5.04 -5.86 5.52
C -3.45 2.94 -3.11
C -2.43 2.14 -2.32
C -1.91 -3.68 -0.88
C -4.94 2.82 -2.61
C -0.28 3.59 -2.47
C 1.99 3.01 -2.48
H 1.94 1.97 -2.79
H 8.19 -8.34 2.73
H -1.60 2.93 -5.88
H 2.94 3.40 -2.81
H -4.57 1.63 -9.43
H 5.36 -0.38 -0.27
H -0.93 4.37 -2.85
H -1.63 -4.70 -1.08
H -0.17 3.80 -1.41
H -6.56 5.43 0.80
H -1.89 -0.27 -2.55
H -3.95 7.31 4.96
H -1.08 -6.63 4.60
H 1.87 3.05 -1.40
H 3.00 -4.99 3.33
H 0.98 9.37 8.83
H -2.13 0.73 -5.59
H -5.39 -7.66 -3.17
H 5.64 -6.18 6.36
H 9.22 -3.45 -0.34
H -0.74 -0.10 -5.57

Values from the calculation:
Charge: 0
Spin multiplicity: 1
Gap between HOMO and LUMO: 8.248 eV
LUMO energy: -0.019 hartree
Total energy: -2598852.210 eV

Atomic partial charges in e from the Mulliken method, atoms 1 to 4: Br 0.00; Br 0.03; Br 0.08; Br 0.01



Computed, not measured: a single C6H12 molecule, with the ωB97M-V functional and the def2-TZVPD basis.

Atoms and positions in Å:
C 0.00 1.35 0.86
C 0.33 1.23 -0.58
C 0.87 0.10 1.26
C 0.05 -1.05 1.84
C -0.67 0.39 -1.30
C -0.09 -0.48 -2.41
H -1.04 1.17 1.16
H -1.38 -0.18 -0.67
H 0.38 2.25 1.33
H -0.88 -0.89 -3.05
H -0.73 -1.36 1.15
H 1.43 -0.26 0.38
H 0.61 0.09 -3.02
H 0.69 -1.91 2.05
H 1.65 0.43 1.96
H -1.27 1.21 -1.75
H 0.46 -1.33 -1.98
H -0.43 -0.75 2.78

Values from the calculation:
Charge: 0
Spin multiplicity: 1
Gap between HOMO and LUMO: 8.936 eV
LUMO energy: 0.031 hartree
Total energy: -6413.145 eV

Atomic partial charges in e from the Mulliken method, atoms 1 to 4: C -0.34; C -0.63; C -0.34; C -1.17



Computed, not measured: a single C21H21ClN2O3 molecule, with the ωB97M-V functional and the def2-TZVPD basis.

Atoms and positions in Å:
Cl 6.29 0.08 1.77
O -5.33 -0.07 -1.23
O 3.55 2.17 -0.98
O -1.65 0.93 2.69
N -1.79 1.67 0.51
N -3.53 -0.87 -0.13
C -4.12 1.46 0.17
C 5.52 -2.07 0.35
C -3.23 -4.26 0.79
C -2.29 1.29 1.73
C -3.66 -2.24 -0.61
C -4.41 0.10 -0.46
C 4.67 0.07 -0.40
C 2.26 1.99 -0.55
C -0.05 2.58 -0.90
C 1.88 1.18 0.52
C -2.84 2.07 -0.42
C 1.28 2.68 -1.25
C 4.59 1.57 -0.25
C -3.81 1.39 1.66
C 4.84 -2.70 -0.67
C 0.54 1.08 0.86
C 4.09 -1.96 -1.57
C 4.01 -0.58 -1.43
C -3.94 -3.18 0.53
C 5.43 -0.69 0.48
C -0.44 1.78 0.17
H 4.52 1.84 0.81
H 1.59 3.31 -2.08
H 5.50 2.02 -0.65
H -4.99 2.09 -0.05
H -2.38 -4.53 0.18
H -2.75 -2.53 -1.13
H -0.77 3.15 -1.46
H -2.92 3.16 -0.46
H -2.62 1.69 -1.42
H 4.91 -3.77 -0.78
H -4.11 2.31 2.17
H -2.80 -0.70 0.54
H 6.11 -2.63 1.06
H -4.50 -2.23 -1.31
H 3.57 -2.44 -2.38
H 3.43 0.00 -2.13
H 2.60 0.61 1.08
H -3.46 -4.91 1.61
H 0.26 0.45 1.70
H -4.79 -2.91 1.14
H -4.28 0.56 2.18

Values from the calculation:
Charge: 0
Spin multiplicity: 1
Structure (SMILES): C=CCNC(=O)[C@H]1CC(=O)N(c2ccc(OCc3ccccc3Cl)cc2)C1
Gap between HOMO and LUMO: 8.809 eV
LUMO energy: 0.021 hartree
Total energy: -43763.501 eV

Atomic partial charges in e from the Mulliken method, atoms 1 to 4: Cl -0.23; O -0.68; O -0.42; O -0.66



Computed, not measured: a molecular structure, C11H14BCdN7Se, with the ωB97M-V functional and the def2-TZVPD basis.

Atoms and positions in Å:
Cd -1.28 -0.58 0.62
Se -4.70 -3.38 3.23
N 1.91 0.75 0.09
N -1.08 1.20 -0.72
N 1.16 0.12 1.06
N 0.03 1.64 -1.41
N 0.09 -1.39 -1.07
N 1.01 -0.65 -1.78
N -2.08 -2.90 2.02
C 3.08 1.17 0.62
C -3.17 -3.09 2.54
C 3.07 0.83 1.98
C 1.84 0.19 2.22
C 0.92 -2.65 -2.73
C -2.07 2.08 -0.92
C -1.61 3.09 -1.78
C 1.52 -1.39 -2.78
C -0.29 2.77 -2.07
C 0.04 -2.61 -1.64
C -1.88 0.37 2.58
B 1.36 0.82 -1.38
H -1.00 0.62 3.19
H -2.62 -0.24 3.13
H 2.18 1.29 -2.10
H 0.45 3.26 -2.70
H -1.18 -3.20 2.41
H -0.60 -3.40 -1.27
H 1.11 -3.46 -3.40
H -2.34 1.31 2.24
H -3.04 1.96 -0.44
H 1.44 -0.21 3.15
H 3.84 1.03 2.70
H 2.25 -0.95 -3.44
H 3.81 1.67 0.00
H -2.17 3.93 -2.14

Values from the calculation:
Charge: 0
Spin multiplicity: 1
Gap between HOMO and LUMO: 8.045 eV
LUMO energy: -0.004 hartree
Total energy: -92651.672 eV

Atomic partial charges in e from the Mulliken method, atoms 1 to 4: Cd 0.76; Se -0.05; N 0.03; N -0.38